{"formula": "C17H28N3O3Zr", "method": "the ωB97M-V functional and the def2-TZVPD basis", "charge": 3, "e_tot_ha": -1100.63728, "homo_energy_ev": -18.1, "homo_lumo_gap_ev": 7.47, "de_lowest_kcal_mol": 46.11, "symbols": ["Zr", "C", "N", "C", "C", "O", "C", "O", "C", "C", "O", "N", "C", "C", "H", "H", "H", "H", "H", "H", "H", "H", "H", "H", "H", "H", "H", "H", "H", "H", "C", "N", "C", "C", "C", "C", "C", "C", "C", "C", "H", "H", "H", "H", "H", "H", "H", "H", "H", "H", "H", "H"], "xyz": [[0.00, -0.29, -0.90], [-0.05, 4.38, -0.82], [-0.01, 3.61, 0.44], [-0.20, 4.31, 1.72], [0.21, 2.34, 0.40], [0.40, 1.71, -0.72], [0.24, 1.48, 1.66], [0.63, 0.15, 1.27], [1.93, -0.30, 1.73], [2.72, -0.72, 0.50], [2.03, -0.80, -0.58], [3.98, -0.98, 0.56], [4.74, -1.39, -0.64], [4.78, -0.92, 1.79], [0.00, 5.44, -0.59], [-0.97, 4.17, -1.36], [0.80, 4.11, -1.45], [-0.63, 5.29, 1.52], [0.75, 4.45, 2.23], [-0.90, 3.77, 2.36], [-0.75, 1.43, 2.11], [0.93, 1.89, 2.40], [1.77, -1.15, 2.40], [2.43, 0.49, 2.28], [4.14, -1.28, -1.53], [5.05, -2.42, -0.52], [5.63, -0.76, -0.71], [4.15, -0.83, 2.68], [5.46, -0.07, 1.74], [5.36, -1.83, 1.87], [-0.62, -2.88, -0.15], [-1.27, -3.08, -1.41], [-2.45, -3.96, -1.35], [-1.48, -1.89, -2.17], [-2.31, -0.75, -1.48], [-3.63, -0.66, -1.97], [-4.58, 0.09, -1.30], [-4.25, 0.74, -0.11], [-2.97, 0.67, 0.38], [-1.98, -0.04, -0.30], [-0.46, -3.84, 0.35], [-1.18, -2.25, 0.57], [0.43, -2.54, -0.27], [-2.15, -4.91, -0.90], [-2.79, -4.17, -2.36], [-3.27, -3.53, -0.76], [-1.97, -2.12, -3.12], [-0.46, -1.58, -2.64], [-3.91, -1.22, -2.86], [-5.58, 0.15, -1.70], [-5.01, 1.31, 0.41], [-2.73, 1.20, 1.30]], "mulliken_charge": [1.1511, -0.9199, 0.1056, -0.8649, 0.8321, -0.8298, -1.1150, -0.3125, -1.1682, 1.1322, -0.8155, 0.0492, -0.9719, -0.9749, 0.3941, 0.3406, 0.3555, 0.3655, 0.3463, 0.3768, 0.3691, 0.7752, 0.5394, 0.6450, 0.3220, 0.3767, 0.3650, 0.3794, 0.3722, 0.3615, -1.1029, 0.2826, -0.8954, -1.6683, 1.0847, -0.9657, -0.8129, -0.7694, -0.5265, 1.0629, 0.5328, 0.3294, 0.5999, 0.3521, 0.3551, 0.3500, 0.6875, 0.3435, 0.4397, 0.4602, 0.4688, 0.4100]}